DFT (the ωB97M-V functional and the def2-TZVPD basis) results for one molecule with the formula C6H8 at a distorted geometry.

Last column: Löwdin charge in e.
Atoms and positions in Å:
C -0.837 0.287 -1.048  -0.10
C 0.654 -0.021 -0.788  -0.21
C 0.978 0.888 0.410  -0.12
C -0.019 0.013 1.158  -0.18
C -1.133 -0.573 0.208  -0.15
C 0.218 -1.136 0.225  -0.16
H -1.259 -0.258 -1.871  0.09
H -1.086 1.360 -1.145  0.11
H 1.348 -0.145 -1.620  0.13
H 1.995 0.731 0.793  0.11
H 0.792 1.961 0.304  0.10
H -0.215 -0.002 2.213  0.12
H -2.003 -0.983 0.721  0.13
H 0.567 -2.122 0.441  0.12

Properties
HOMO-LUMO gap: 10.38 eV
LUMO: 1.220 eV
SMILES: C1[C@H]2C[C@H]3[C@@H]1[C@@H]23
HOMO level: -9.16 eV

DFT (the ωB97M-V functional and the def2-TZVPD basis) results for a 2-piece molecular cluster, C6H8 overall.

Last column: Löwdin charge in e.
Atoms and positions in Å:
C -0.542 1.228 -0.318  -0.12
C -0.897 0.453 -1.291  -0.11
C -1.655 0.280 -0.011  -0.15
H -0.050 2.134 -0.015  0.10
H -0.866 0.268 -2.350  0.10
H -2.665 0.687 0.054  0.07
H -1.488 -0.596 0.629  0.08
C 1.140 -1.608 -0.483  0.01
C 1.418 -0.771 0.473  -0.18
C 1.387 0.301 1.223  -0.04
H 1.564 -2.583 -0.691  0.06
H 0.354 -1.208 -1.138  0.04
H 0.733 0.369 2.087  0.08
H 2.008 1.162 0.994  0.07

Properties
HOMO-LUMO gap: 10.22 eV
LUMO: 1.188 eV
SMILES: C1=CC1.C=C=C
HOMO level: -9.04 eV

DFT (the ωB97M-V functional and the def2-TZVPD basis) results for a 2-piece molecular cluster, C6H8 overall at a distorted geometry.

Last column: Löwdin charge in e.
Atoms and positions in Å:
C -1.291 0.906 0.688  0.06
C -1.070 -0.230 -0.043  -0.33
C -0.595 1.925 -0.172  -0.16
C -0.060 0.593 -0.536  0.02
C -1.401 -1.659 -0.034  -0.04
C 2.427 -0.104 0.185  0.07
H -1.225 2.392 -0.920  0.10
H 0.071 2.639 0.305  0.09
H -0.493 -2.260 0.030  0.08
H -1.916 -1.918 -0.959  0.09
H -2.046 -1.890 0.810  0.08
H 2.321 -1.156 0.031  -0.03
H 2.351 0.287 1.178  -0.02
H 2.926 0.475 -0.562  -0.02

Properties
HOMO-LUMO gap (spin up / spin down): 8.13 / 8.11 eV
LUMO (spin up / spin down): 0.638 / 0.270 eV
HOMO level (spin up / spin down): -7.49 / -7.84 eV

DFT (the ωB97M-V functional and the def2-TZVPD basis) results for one molecule with the formula C6H8 at a distorted geometry.

Last column: Löwdin charge in e.
Atoms and positions in Å:
C 2.526 -0.114 0.309  -0.01
C 1.401 -0.601 -0.172  -0.15
C -0.021 0.048 -0.182  -0.29
C -0.140 1.416 -0.209  0.06
C -1.241 -0.728 -0.061  -0.15
C -2.481 -0.173 0.247  0.01
H 3.497 -0.530 0.255  0.04
H 2.412 0.950 0.731  0.08
H 1.447 -1.600 -0.593  0.09
H 0.748 2.011 -0.430  0.07
H -1.161 1.768 -0.094  0.04
H -1.160 -1.786 -0.223  0.09
H -3.438 -0.727 0.070  0.06
H -2.613 0.828 0.696  0.05

Properties
HOMO-LUMO gap: 8.73 eV
LUMO: 0.255 eV
SMILES: C=CC(=C)C=C
HOMO level: -8.48 eV

For reference, E by record: -6348.6956, -6346.4841, -6344.3399, -6348.9212 eV.